46
Properties=species:S:1:pos:R:3:forces:R:3:mulliken_charge:R:1 method="wB97M-V/def2-TZVPD" e_above_lowest_kcal_mol=35.8 smiles="CCOc1ccc2nc(SCC(=O)N(C)[C@@H]3CCS(=O)(=O)C3)[nH]c2c1" homo_energy_ev=-7.64 energy_ha=-1883.9091 gap_ev=8.0
C 0.79133 5.73971 3.82329 0.17 -0.26 -0.28 -1.043
C 1.86874 5.09538 2.95507 0.02 0.28 0.33 -0.414
O 1.33284 4.29337 1.92403 -0.09 -0.14 -0.18 -0.449
C 0.78014 3.07813 2.21277 -0.19 -0.22 -0.31 0.879
C 0.86125 2.44012 3.46146 0.21 0.25 0.17 -0.152
C 0.30829 1.19634 3.68067 -0.10 -0.04 -0.20 -1.229
C -0.34658 0.57290 2.62745 0.12 0.48 -0.58 0.555
N -0.97237 -0.64410 2.55371 -0.24 -0.48 0.11 -0.768
C -1.39458 -0.72701 1.32791 -0.13 -0.20 0.10 0.238
S -2.20813 -2.13008 0.66738 -0.07 -0.30 0.07 -0.252
C -0.76413 -3.26437 0.75490 -0.22 0.41 0.08 -1.160
C 0.23004 -2.77793 -0.27873 0.06 -0.20 0.30 0.619
O 1.18468 -2.11426 0.07893 0.13 0.07 0.22 -0.642
N -0.05416 -3.06777 -1.57459 0.01 -0.04 -0.34 0.270
C -1.12844 -3.99111 -1.90068 -0.13 -0.17 0.20 -1.439
C 0.67489 -2.58032 -2.74630 0.36 -0.31 -0.08 -0.074
C 1.94125 -1.74148 -2.49169 0.26 -0.40 0.19 -1.261
C 1.57071 -0.32917 -2.08940 -0.51 0.00 -0.30 -0.451
S 0.07575 -0.00246 -3.06353 0.05 0.01 -0.23 1.157
O -1.01822 0.42944 -2.22601 -0.19 -0.12 0.24 -0.806
O 0.37401 0.82268 -4.19910 0.29 -0.03 -0.27 -0.702
C -0.23142 -1.71665 -3.62119 0.25 0.57 0.35 -0.920
N -1.11577 0.36276 0.55802 0.01 0.12 0.11 0.222
C -0.42648 1.22179 1.36951 0.17 0.00 0.67 0.260
C 0.12936 2.46677 1.14708 0.14 0.29 0.06 -0.865
H 0.12229 6.32872 3.20103 -0.06 0.08 -0.03 0.300
H 1.25409 6.39024 4.56052 0.03 0.08 0.10 0.356
H 0.20355 4.98304 4.33712 -0.06 -0.01 0.08 0.343
H 2.57548 4.52356 3.56956 -0.03 0.04 -0.11 0.331
H 2.42896 5.87111 2.42490 0.00 -0.13 0.12 0.319
H 1.37498 2.91962 4.27952 0.04 0.09 0.05 0.334
H 0.38043 0.71755 4.64375 0.02 -0.05 0.12 0.423
H -1.13125 -4.27555 0.61303 -0.02 -0.03 -0.01 0.489
H -0.33108 -3.14579 1.74721 0.03 -0.09 -0.14 0.488
H -2.09151 -3.61069 -1.55658 -0.03 -0.05 -0.11 0.406
H -1.17357 -4.13144 -2.97747 0.00 0.02 0.01 0.481
H -0.94810 -4.96753 -1.44580 -0.06 -0.01 -0.09 0.397
H 0.98560 -3.47656 -3.30404 -0.09 0.22 0.02 0.386
H 2.56297 -2.20789 -1.72972 0.02 0.09 -0.15 0.451
H 2.49342 -1.71764 -3.43401 -0.03 -0.05 -0.03 0.477
H 1.32864 -0.26066 -1.03320 -0.11 0.02 0.01 0.272
H 2.32113 0.40386 -2.36206 -0.04 0.15 -0.11 0.499
H 0.04832 -1.75754 -4.66912 0.05 0.04 -0.09 0.377
H -1.28997 -1.91441 -3.49849 -0.11 0.03 -0.01 0.545
H -1.29423 0.46992 -0.43625 0.06 -0.13 0.07 0.222
H 0.07440 2.95883 0.18988 0.01 0.13 -0.12 0.528

=====

46
Properties=species:S:1:pos:R:3:forces:R:3:mulliken_charge:R:1 method="wB97M-V/def2-TZVPD" e_above_lowest_kcal_mol=92.4 smiles="CCOCCc1nnc(NC(=O)c2cc(OC)c(OC)c(OC)c2)s1" homo_energy_ev=-8.58 energy_ha=-1560.8895 gap_ev=9.0
C -4.24685 -0.78907 -1.94345 -0.32 0.28 0.05 -0.914
C -5.49610 0.05454 -2.19089 0.15 -0.21 -0.25 -0.335
O -5.81218 0.92461 -1.12596 0.14 0.21 0.29 -0.387
C -6.44386 0.33366 -0.01079 -0.22 0.11 0.22 -0.541
C -5.78960 0.82336 1.29222 -0.25 -0.14 -0.53 -0.770
C -4.39920 0.31939 1.39142 0.64 0.61 -0.25 0.632
N -4.08728 -0.83936 1.85411 -1.45 -0.05 0.27 -0.591
N -2.78907 -1.11871 1.79777 1.57 -0.44 -0.08 -0.450
C -2.09460 -0.15767 1.28018 -0.80 0.78 -0.25 0.309
N -0.73904 -0.22526 1.11702 0.43 -0.14 -0.01 -0.091
C -0.01702 0.80100 0.55402 -0.07 -0.32 0.12 0.585
O -0.57054 1.81527 0.18286 0.20 0.20 -0.06 -0.702
C 1.44134 0.57329 0.45615 0.66 0.22 -0.12 0.011
C 2.26325 1.68463 0.42027 -0.11 -0.18 0.01 -1.081
C 3.64868 1.56359 0.31870 -0.15 -0.26 -0.03 0.289
O 4.29784 2.75224 0.32332 -0.26 -0.17 0.11 -0.437
C 5.67457 2.86287 0.03101 0.47 0.16 -0.03 -0.714
C 4.22439 0.28410 0.24278 0.15 0.04 -0.13 0.991
O 5.59039 0.18098 0.18630 -0.54 0.03 0.41 -0.531
C 6.17897 -0.76902 -0.68163 0.32 -0.23 -0.23 -0.740
C 3.37824 -0.84631 0.28042 0.00 -0.01 0.05 0.732
O 3.99712 -2.06392 0.23752 0.14 0.53 0.04 -0.402
C 3.21218 -3.23106 0.26772 -0.13 -0.22 0.01 -0.968
C 2.00412 -0.69952 0.37803 -0.01 -0.07 0.02 -0.774
S -3.02315 1.23636 0.79797 -0.43 -0.82 0.49 -0.051
H -4.06384 -1.43009 -2.80179 0.03 -0.11 -0.10 0.435
H -3.38637 -0.14075 -1.79728 0.08 0.01 0.00 0.128
H -4.36641 -1.41512 -1.06114 0.04 -0.09 0.08 0.276
H -5.32970 0.71387 -3.04697 -0.08 -0.14 0.00 0.334
H -6.35276 -0.59771 -2.41438 0.04 0.10 -0.02 0.325
H -7.50375 0.62743 -0.00747 0.11 -0.11 -0.01 0.332
H -6.38643 -0.75893 -0.05170 0.01 0.03 0.01 0.411
H -6.37024 0.45035 2.13648 0.03 0.07 0.03 0.361
H -5.78803 1.91300 1.29248 -0.12 0.03 0.08 0.322
H -0.28750 -1.04654 1.49078 -0.01 0.12 0.00 0.243
H 1.83566 2.67275 0.46649 -0.04 0.12 -0.01 0.493
H 6.28986 2.35125 0.77260 -0.05 0.09 -0.10 0.258
H 5.90717 2.47766 -0.96463 -0.01 0.01 0.06 0.287
H 5.87902 3.93316 0.05892 0.00 -0.08 -0.03 0.281
H 7.18045 -0.39006 -0.88881 -0.05 -0.03 -0.05 0.311
H 6.25107 -1.75156 -0.21277 0.01 0.14 -0.08 0.229
H 5.62212 -0.85494 -1.61740 -0.01 0.01 0.02 0.324
H 2.53589 -3.28732 -0.59107 0.01 0.02 0.04 0.375
H 3.92071 -4.05660 0.21931 -0.10 0.02 0.01 0.235
H 2.63678 -3.30667 1.19567 0.01 0.02 -0.04 0.379
H 1.37370 -1.57317 0.36565 -0.02 -0.12 -0.02 0.592

=====

46
Properties=species:S:1:pos:R:3:forces:R:3:mulliken_charge:R:1 method="wB97M-V/def2-TZVPD" e_above_lowest_kcal_mol=0.0 homo_energy_ev="-22.01 / -21.36" energy_ha=-1198.3652 gap_ev="7.5 / 4.4" charge=+4 multiplicity=4
N 0.59191 1.90258 0.05516 0.38 -0.07 -1.23 -0.570
C 0.64951 3.05798 0.03706 0.06 -0.30 -0.03 0.516
C 0.72251 4.52298 0.01556 -0.06 -0.57 0.04 -1.125
H -0.28289 4.93618 -0.05554 -0.12 0.00 -0.02 0.356
H 1.30911 4.84668 -0.84334 0.07 -0.02 -0.09 0.408
H 1.19511 4.87718 0.93106 0.07 0.00 0.09 0.379
N 2.32901 -1.53712 -0.27984 -0.47 0.27 -0.65 -0.602
C 3.28541 -2.15992 -0.47024 0.18 -0.11 -0.03 0.461
C 4.49841 -2.94922 -0.71014 -0.54 0.34 0.12 -1.040
H 5.10181 -2.46632 -1.47774 0.03 0.12 -0.09 0.351
H 4.22231 -3.94952 -1.04174 -0.10 -0.10 -0.03 0.352
H 5.07421 -3.02012 0.21216 0.03 0.03 0.13 0.384
N -1.51919 -1.33732 0.05606 0.25 -0.07 -1.04 -0.694
C -2.55329 -1.85572 0.03776 0.09 0.04 -0.26 0.562
C -3.86429 -2.51312 0.01586 0.51 0.32 0.07 -1.154
H -3.87089 -3.33472 0.73136 0.03 -0.12 0.05 0.375
H -4.06169 -2.90062 -0.98294 0.04 -0.04 -0.12 0.410
H -4.63639 -1.79322 0.28456 -0.05 0.12 0.01 0.349
Re 0.49271 -0.34052 0.24136 0.07 0.12 2.74 2.484
C 0.52141 -2.06422 1.59496 0.27 -2.79 1.43 0.352
O 0.53771 -2.95252 2.30966 0.02 2.81 -2.18 -0.083
C 2.08121 0.32998 1.59456 2.69 1.20 1.58 0.423
O 2.89961 0.67548 2.30946 -2.77 -1.15 -2.24 -0.069
C 0.95421 0.97208 -3.09404 0.76 2.45 0.28 -0.389
C -0.40679 1.03958 -2.97444 -0.51 2.45 0.41 -0.404
C -1.13459 -0.08312 -2.97584 -2.44 -0.57 0.43 -0.449
C -0.51769 -1.29862 -3.09294 -1.91 -1.64 0.26 -0.374
C 0.81361 -1.36412 -3.21034 2.01 -1.64 -0.11 -0.459
C 1.55801 -0.21642 -3.20924 2.30 -1.18 -0.12 -0.467
H 1.54801 1.87268 -3.11874 0.03 0.18 -0.07 0.509
H -0.90489 1.99408 -2.90304 -0.02 0.18 -0.07 0.521
H -2.20929 -0.01772 -2.90544 -0.18 -0.05 -0.07 0.527
H -1.09729 -2.20832 -3.11624 -0.15 -0.11 -0.08 0.518
H 1.28841 -2.32602 -3.32704 0.13 -0.11 -0.10 0.520
H 2.63001 -0.25702 -3.32494 0.16 -0.07 -0.10 0.516
C -1.29899 2.73718 3.07726 0.57 1.01 -0.21 -0.747
N -1.81919 1.40378 3.29266 0.06 -1.97 -0.61 -0.244
C -1.42319 0.33698 2.54076 -3.42 0.07 4.49 0.763
N -1.89769 -0.89032 2.89236 -0.16 0.37 0.32 -0.258
O -0.63059 0.54988 1.60556 1.57 0.40 -1.94 -0.353
H -1.56889 3.09408 2.06286 0.07 -0.10 0.62 0.215
H -0.19179 2.73058 3.18886 -0.68 0.11 -0.01 0.234
H -1.71889 3.43428 3.83266 0.22 -0.57 -0.53 0.416
H -2.47089 1.26338 4.08126 0.53 -0.02 -0.71 0.282
H -1.68259 -1.76372 2.42186 -0.19 0.72 0.23 0.060
H -2.54239 -0.97782 3.69126 0.57 0.10 -0.52 0.240

=====

48
Properties=species:S:1:pos:R:3:forces:R:3:mulliken_charge:R:1 method="wB97M-V/def2-TZVPD" homo_energy_ev="-7.70 / -7.70" energy_ha=-5009.5108 gap_ev="5.8 / 5.9"
V 0.64952 0.01301 -0.39365 0.67 0.94 0.60 0.109
O 3.20065 -4.97206 3.68859 0.41 0.01 -0.20 -0.694
C 2.03750 -5.05923 3.27829 -0.13 0.21 0.63 0.426
O 1.12236 -5.84456 3.54621 -0.32 -0.30 -0.16 -0.705
C 1.61802 -3.89640 2.35643 0.05 0.19 -0.38 0.199
C 0.28454 -3.59702 2.12887 -0.03 -0.05 -0.01 -1.009
C -0.06292 -2.51680 1.33382 -0.15 -0.01 0.12 0.022
N 0.85456 -1.76780 0.72932 0.08 0.02 -0.14 0.102
C 2.15252 -2.06938 0.92434 0.04 -0.08 -0.02 0.900
C 2.57651 -3.09177 1.73513 0.02 0.02 0.05 -0.657
C 3.06236 -1.15413 0.18359 -0.16 0.37 -0.37 0.034
O 4.22493 -0.97831 0.34750 -0.16 -0.12 -0.12 -0.533
O 2.32346 -0.42275 -0.75809 0.49 -0.36 0.45 -0.471
H -0.46244 -4.23251 2.58252 -0.05 -0.01 0.03 0.512
H -1.09578 -2.23185 1.17506 0.01 -0.05 0.00 0.387
H 3.62579 -3.28353 1.91286 0.03 -0.01 -0.01 0.604
C -0.67509 -0.39040 -4.13745 0.06 -0.04 -0.08 -1.031
As -0.86334 1.37721 -3.41025 0.09 -0.10 0.09 0.751
C -2.64806 1.60149 -2.74649 -0.12 0.11 0.14 -1.009
C -0.72047 2.58320 -4.89282 0.05 0.10 -0.03 -1.085
S 0.63039 1.90285 -1.98782 -0.11 -0.10 0.10 -0.383
H -1.64921 -0.75847 -4.45591 0.02 0.00 -0.02 0.374
H -0.25778 -1.05946 -3.38887 -0.02 0.03 -0.01 0.271
H 0.00343 -0.32188 -4.98764 -0.03 -0.07 0.04 0.397
H -3.33586 1.05910 -3.39446 -0.02 0.03 0.03 0.413
H -2.86719 2.66907 -2.77398 -0.04 -0.05 0.02 0.389
H -2.72313 1.23166 -1.72257 0.03 0.11 -0.24 0.206
H -1.51935 2.38710 -5.60729 0.01 0.00 0.01 0.387
H 0.25100 2.44445 -5.36584 -0.05 0.01 0.02 0.376
H -0.79778 3.60308 -4.51492 0.00 -0.07 -0.05 0.365
S -3.31496 -1.98188 -1.58073 -0.10 -0.07 -0.06 -0.295
C -2.06004 -1.14504 -1.13191 -0.12 -0.05 0.02 0.211
N -1.13621 -0.47105 -0.80414 -0.27 -0.30 -0.07 -0.292
C -0.02270 1.13911 3.27365 -0.03 -0.02 0.05 -1.771
C -0.08767 1.87994 1.92651 0.06 -0.04 -0.04 2.424
C -1.52790 1.92497 1.42422 -0.08 -0.05 -0.04 -1.658
C 0.45382 3.30601 2.08688 -0.01 0.05 0.00 -1.822
C 0.83617 1.13761 1.01164 -0.21 -0.21 -0.44 -0.523
H -0.63034 1.67525 4.00466 -0.01 0.00 0.01 0.468
H 0.99699 1.08413 3.65436 0.04 0.02 0.00 0.422
H -0.40793 0.12200 3.18895 -0.01 0.00 -0.02 0.326
H -2.15071 2.44965 2.14910 -0.02 0.03 0.00 0.501
H -1.93986 0.92262 1.28923 0.03 0.04 0.04 0.303
H -1.59145 2.45325 0.46989 0.02 -0.01 0.01 0.270
H -0.20991 3.87969 2.73459 -0.02 0.01 0.03 0.452
H 0.51156 3.81673 1.12497 -0.02 0.00 -0.04 0.379
H 1.44754 3.30453 2.53393 0.04 -0.02 0.02 0.431
H 1.89444 1.27857 1.25975 0.02 -0.08 0.02 0.527